# 1
14
Properties=species:S:1:pos:R:3 method="wB97M-V/def2-TZVPD" homo_energy_ha=-0.3570 gap_ev=10.60
O 0.703 -0.867 1.928
C -0.307 -0.753 0.946
C 0.326 -0.353 -0.371
C -0.743 0.182 -1.329
O -0.493 1.526 -0.891
C 0.778 1.111 -0.357
H 0.278 -0.908 2.791
H -1.027 0.040 1.206
H -0.866 -1.697 0.822
H 1.030 -1.104 -0.741
H -0.492 0.064 -2.391
H -1.779 -0.133 -1.155
H 1.583 1.331 -1.070
H 1.009 1.560 0.614

---

# 2
14
Properties=species:S:1:pos:R:3 method="wB97M-V/def2-TZVPD" homo_energy_ha=-0.2580 gap_ev=7.82
C 0.571 0.509 0.926
C 1.554 -0.240 0.021
O 0.850 -0.350 -1.197
C -0.430 -0.798 -1.029
C -1.866 0.461 -0.016
O -0.607 -0.193 0.619
H 0.816 0.409 1.989
H 0.490 1.565 0.647
H 2.482 0.295 -0.174
H 1.769 -1.231 0.442
H -0.568 -1.831 -0.708
H -0.979 -0.527 -1.922
H -2.528 0.629 0.846
H -1.507 1.455 -0.336

---

# 3
14
Properties=species:S:1:pos:R:3 method="wB97M-V/def2-TZVPD" smiles="C=C=O.CCO" homo_energy_ha=-0.3606 gap_ev=10.51
C 2.520 0.363 -0.283
C 1.515 1.129 0.068
O 0.583 1.786 0.353
H 2.651 -0.642 0.106
H 3.252 0.812 -0.940
C -0.584 -1.023 -0.724
C -1.699 -0.278 0.013
O -2.029 0.955 -0.590
H 0.311 -0.436 -0.863
H -0.923 -1.290 -1.725
H -0.300 -1.924 -0.168
H -1.487 -0.146 1.090
H -2.600 -0.894 -0.044
H -1.275 1.537 -0.428

---

# 4
14
Properties=species:S:1:pos:R:3 method="wB97M-V/def2-TZVPD" homo_energy_ha=-0.3325 gap_ev=9.95
C -2.073 -0.320 0.665
C -0.987 0.004 -0.341
O 0.177 0.466 0.345
C 1.414 0.901 -0.727
O 1.080 1.390 -1.744
C 2.402 0.194 -0.009
H -1.758 -1.125 1.337
H -2.317 0.559 1.269
H -2.978 -0.646 0.143
H -0.731 -0.877 -0.948
H -1.291 0.803 -1.025
H 2.557 0.568 1.004
H 3.310 -0.049 -0.556
H 1.081 -0.317 0.419